C18H48IN12O24S2 | ωB97M-V/def2-TZVPD

Calculated values
- gap between HOMO and LUMO (eV) = 7.50
- E_LUMO (eV) = 1.47
- E_HOMO (eV) = -6.037
- E (eV) = -116210.703

Geometry as ORCA input:
```
! wB97M-V def2-TZVPD RIJCOSX def2/J DEFGRID3
* xyz -1 1
H -0.70644 3.47764 -1.30315
C -0.86061 0.71516 -1.61703
H 3.04757 -0.35899 -2.55489
C -1.24780 -5.81019 5.31676
H -2.98824 -0.68587 6.23759
H -2.25263 2.99304 -1.02974
H -1.45475 -0.14223 -1.94017
H 0.86668 2.87837 2.42864
H -4.29498 2.12462 -6.81339
O -5.15629 0.23767 1.05678
O 1.55945 5.16602 0.60324
O -1.23162 -0.95530 2.76495
C 0.86914 -1.59066 3.47444
C 4.30411 1.23607 -1.07303
H -2.58626 0.77332 7.18022
N -5.50131 -0.37632 2.03715
O -0.02267 -0.28797 6.01822
O 0.29708 0.55322 2.77751
N 1.90909 4.11880 1.11148
O -4.38092 1.90203 -4.43171
N 2.86467 -3.19902 -1.80972
O -0.95597 -1.14621 7.76005
H 8.48026 3.50691 -4.18234
O 0.96887 -2.26025 -3.25883
H -1.37055 -4.10539 -0.95345
N -3.14686 -3.64805 0.08507
H 8.33655 4.10832 -2.49807
H 0.99117 -0.00473 0.24584
C 0.62736 0.41569 -1.79782
C 4.83275 -0.18805 -1.31280
O 3.76899 -2.73330 -4.15607
H -2.76668 3.05399 -6.68115
H 1.16068 1.37608 -1.78054
H 5.05714 1.88651 -0.63805
N -1.56297 3.17088 -1.75144
C 1.22986 -0.46326 -0.71535
H 2.31022 -0.49392 -0.75229
S 3.98858 -2.55041 -2.73951
H -6.72635 3.65557 3.25864
H -0.37107 -1.89283 -0.82765
N -5.53456 2.49814 4.53439
N 7.36238 2.30281 -2.87839
O -3.35801 -2.52699 -0.32466
I 4.68681 -1.26623 0.54289
H 2.57828 -1.20114 -5.30792
H 4.57750 -0.42512 -3.40333
C 2.17961 -0.68627 -6.18285
O -3.54373 -4.07302 1.15789
H 3.50011 1.17809 -0.34183
H -3.48868 -0.85695 2.40473
H 0.49043 -1.93341 4.42688
H 2.95606 -0.43697 -6.89645
N -0.09171 -0.58203 2.96667
C 0.71535 -1.89067 -0.70468
C 4.05037 -0.77385 -2.51213
H -2.15457 0.68646 5.44218
H -2.17760 1.67918 -3.07691
O -4.59586 2.72332 3.80468
N -0.97596 -0.48189 6.74493
H 1.39892 -1.29435 -6.62944
O 0.01054 -3.85708 5.34457
H 1.83398 -1.10844 3.58405
C -2.34744 -4.55695 -0.78334
H -7.15816 3.72355 5.00036
H -2.88111 -4.66233 -1.72291
O 2.61774 3.28574 0.59111
O 6.65487 1.99985 -3.81568
N -0.63697 -4.62495 4.65521
H -0.84279 -6.69214 4.83059
H -4.33172 3.91275 -6.66235
H 3.88021 1.66777 -1.97966
N 1.53827 0.58004 -5.73405
H -1.07610 0.96103 -0.57375
C -1.29888 1.92461 -2.48366
O 0.60642 -4.17940 -1.76473
O -3.34471 3.79104 -4.28346
O -6.65592 -0.48353 2.42505
H -0.48697 2.14382 -3.17849
H 9.40494 2.72495 -2.85797
H -2.25102 -5.50587 -0.27007
S 1.30942 -2.93606 -2.02640
H 0.80627 4.63122 2.82049
H 0.79295 -0.01475 -2.77908
H 0.91596 -2.40600 2.76020
H -4.51602 -0.60912 3.85469
C -2.28092 0.12804 6.36278
H -2.32004 -5.74799 5.15826
O 5.26582 -3.01093 -2.24461
O -0.82461 -4.50717 3.46681
H -0.99434 -5.77989 6.36949
O 1.93797 1.63685 -6.19018
C 1.42607 3.80814 2.48572
C -3.81215 2.99848 -6.39299
H 5.87454 -0.13236 -1.60027
H -7.54562 2.26532 4.03975
N -3.85250 2.88798 -4.90757
H -4.68260 -2.10224 2.87610
O 7.22958 1.90416 -1.74088
O -5.49203 1.81975 5.54402
H 2.30356 3.68365 3.11273
C 8.49017 3.24089 -3.13239
H 0.93232 -2.40743 0.23081
C -4.45376 -1.04091 2.85872
C -6.85186 3.09002 4.17362
O 0.64621 0.45984 -4.92573
*
```

Here are the Mulliken charges for atoms 1 to 2, given in e:
1 H 0.2068
2 C -0.1173

=====

C18H48O18S6 | ωB97M-V/def2-TZVPD

Calculated values
- gap between HOMO and LUMO (eV) = 10.89
- E_LUMO (eV) = 0.20
- structure (SMILES) = CCOS(C)(=O)=O.CCOS(C)(=O)=O.CCOS(C)(=O)=O.CCOS(C)(=O)=O.CCOS(C)(=O)=O.CCOS(C)(=O)=O
- E_HOMO (eV) = -10.692
- E (eV) = -121306.962

Geometry as ORCA input:
```
! wB97M-V def2-TZVPD RIJCOSX def2/J DEFGRID3
* xyz 0 1
S 8.64928 -1.79791 -0.86096
H 5.29243 -0.58866 1.75213
H -2.57149 1.16535 -4.54472
O -1.62880 1.24906 -1.90606
H 7.45771 -1.31190 2.30982
H 7.09339 2.27939 -4.76591
H 5.66762 -0.32796 0.01817
O 2.87186 -1.83766 0.49883
H -1.93781 2.60719 0.63845
H -0.19955 0.87405 0.70057
H -1.22248 -0.51111 0.54822
H -5.43002 2.11970 2.78333
H 3.18590 0.56953 2.02100
H -8.90380 1.77793 -0.48761
H -7.12870 -4.52859 4.48200
H -3.13820 2.63980 -2.12511
H -2.44289 3.98711 -0.12595
H -6.81861 -4.23914 1.98339
O 1.56193 -0.28540 -0.97439
C -6.34479 -5.02218 3.91703
O 6.23289 2.49447 -2.16120
C 6.69592 1.40933 -4.24086
H 7.91574 -0.21584 1.05281
H -1.14127 -0.79679 3.09162
C -1.93965 3.04727 -0.36469
H -3.53368 -2.77782 0.19541
H 7.85406 -4.03914 -1.32963
S 1.99707 -0.70271 0.33509
S -4.11196 -2.39975 2.57024
C -5.97591 -4.25219 2.68387
C 7.28679 -1.08726 1.25766
H 6.13658 4.14949 0.90841
H 6.78322 2.72212 0.15059
H 3.04735 1.34393 0.34825
H -5.48554 2.00226 -0.28111
H -6.71932 2.73910 0.62849
O -6.50647 0.68501 0.94596
H -4.44342 3.16522 1.77915
H -3.37354 1.55009 -0.76436
H -1.72406 0.75885 2.61674
C -5.93919 1.97344 0.71530
H -6.50219 -6.07932 3.69699
O -3.10335 -0.73591 -1.62008
C -3.14469 0.47767 -3.93038
H 6.46076 0.57503 -4.90059
C 6.49410 3.75742 -0.03842
C -4.29732 -2.25673 0.75930
S 5.29699 3.55361 -1.36918
H -5.28827 -2.67510 0.58239
O 4.09671 2.86656 -0.97929
H 7.33993 4.30153 -0.44481
C -0.83517 0.11882 2.59145
S -2.15521 -0.15620 -2.53425
C 8.71830 -3.45996 -1.63111
H 1.68915 1.39730 1.47489
H -0.93457 3.27290 -0.71970
O 5.20627 4.75820 -2.14329
H 8.63985 -3.21463 -2.69157
H 9.71252 -3.86508 -1.48129
H 5.41885 -1.96741 0.76124
H -4.05238 0.93221 -3.54057
H 7.59146 1.00135 -3.75603
O 0.68651 -1.03827 1.23892
H -9.74745 0.18846 -0.49949
O 7.90486 -2.19370 0.53531
O 7.78023 -0.93503 -1.62555
O -5.60042 -2.90677 3.01047
O 9.99532 -1.39361 -0.52768
O -3.94196 -1.06689 3.08830
H -4.17029 1.40373 1.74452
H -0.05919 0.64554 3.14584
O -7.51871 -1.43257 0.20149
C -4.92251 2.18756 1.82187
H -3.44459 -0.40207 -4.49750
O -6.69078 0.20463 -1.45909
H 4.94232 2.54305 -3.79243
O -3.22169 -3.50508 2.89033
H -5.15365 -4.67394 2.10031
C -2.61667 2.09097 -1.33528
O -1.01230 -0.86881 -3.00955
C 2.56094 0.82762 1.17292
C -8.97767 0.79202 -0.03386
H -5.43888 -5.11291 4.52939
H -4.39106 -1.20297 0.51849
C 5.61240 1.84201 -3.28851
H -9.06674 0.91621 1.04306
C -0.40556 -0.10127 1.14120
C 5.83193 -0.96863 0.87912
H 5.01240 1.02509 -2.88359
S -7.36712 -0.05438 -0.19472
*
```

Here are the Mulliken charges for atoms 1 to 2, given in e:
1 S 1.1203
2 H 0.2919

=====

> Which of these has the lowest E?

C18H48O18S6

=====

> What is the formula in the first record?

C18H48IN12O24S2

=====

> Which formula does entry 2 have?

C18H48O18S6